[1]
10
Properties=species:S:1:pos:R:3 method="wB97M-V/def2-TZVPD" spin_multiplicity=1 total_energy_ev=-9227.835 smiles="C=C(C#N)C#CC#N" charge=0 de_lowest_kj_mol=284.2 lumo_energy_ev=-1.48
C 1.800 1.717 -0.270
C 1.288 0.510 0.051
C 2.108 -0.692 0.146
N 2.449 -1.953 -0.151
C -0.129 0.322 0.272
C -1.279 0.181 0.362
C -2.801 -0.019 -0.024
N -3.898 -0.437 -0.258
H 1.397 2.738 0.132
H 2.830 1.872 -0.488

---

[2]
16
Properties=species:S:1:pos:R:3 method="wB97M-V/def2-TZVPD" spin_multiplicity=1 total_energy_ev=-38531.987 charge=-1 de_lowest_kj_mol=120.5 lumo_energy_ev=2.68
C 0.076 -0.310 0.157
C -0.791 0.688 0.303
C 1.314 0.273 -0.187
C -0.206 1.874 -0.002
C 2.534 -0.253 -0.257
C 5.617 0.638 0.069
N 3.346 -1.159 -0.151
N 4.466 -1.540 -0.066
N -0.680 3.135 0.116
O -1.897 3.321 0.270
O 0.062 4.074 -0.139
O 1.085 1.630 -0.267
S 7.064 0.204 0.351
S 4.346 1.494 -0.306
H -0.207 -1.284 0.198
H -1.752 0.606 0.648

---

[3]
18
Properties=species:S:1:pos:R:3 method="wB97M-V/def2-TZVPD" spin_multiplicity=3 total_energy_ev=-221648.943 charge=-2 de_lowest_kj_mol=199.2 lumo_energy_ev="4.33 / 3.93"
W -0.936 0.106 1.162
O 3.920 -1.777 3.839
C 2.912 -1.439 3.270
C 1.585 -1.141 3.929
O 1.356 -1.239 5.117
C 0.697 -0.736 2.838
C 1.354 -0.795 1.610
O 0.791 -0.481 0.485
C 2.748 -1.243 1.793
O 3.598 -1.422 0.947
O -0.560 -0.360 2.946
Se 0.110 2.244 1.447
Se -3.061 0.959 2.218
Te -3.345 0.927 -0.305
Se -1.679 -2.117 0.702
C -1.348 0.659 -1.006
H -1.022 1.573 -1.497
H -1.340 -0.190 -1.688

---

[4]
46
Properties=species:S:1:pos:R:3 method="wB97M-V/def2-TZVPD" spin_multiplicity=1 total_energy_ev=-26627.150 charge=-1 de_lowest_kj_mol=332.2 lumo_energy_ev=2.79
C -2.894 0.793 0.393
C -3.855 0.320 1.477
C -1.418 0.470 0.639
N -0.532 0.935 -0.459
C -0.748 2.367 -0.737
C 0.884 0.680 -0.071
C 1.735 0.106 -1.213
O 1.453 0.712 -2.485
H -3.223 0.524 -0.613
H -2.989 1.881 0.330
H -4.620 1.060 1.708
H -4.347 -0.574 1.083
H -3.405 0.058 2.435
H -1.368 -0.623 0.658
H -1.149 0.944 1.586
H -1.754 2.428 -1.161
H -0.080 2.593 -1.559
H -0.764 3.021 0.128
H 0.850 -0.089 0.667
H 1.277 1.627 0.272
H 1.467 -0.934 -1.367
H 2.800 0.203 -1.002
H 1.642 -1.102 3.193
H 1.945 -2.578 2.878
O 1.418 -2.030 3.464
H 1.074 2.766 3.454
H 1.492 3.291 1.209
O 0.457 2.537 2.754
H -0.385 -3.210 -2.965
H 0.083 -1.841 -3.137
O 0.443 -2.750 -3.174
H 1.011 1.437 2.526
H 2.396 0.527 3.397
O 1.818 0.533 2.632
H -1.990 -3.756 -0.641
H -1.444 -2.784 -1.604
O -1.688 -3.727 -1.556
H 1.762 -2.868 -1.088
H 1.361 -3.763 0.040
O 2.145 -3.472 -0.440
H 0.789 4.602 1.303
H 1.655 1.650 -2.449
O 1.346 4.107 0.694
H -0.957 -0.185 -1.626
H -0.822 -0.302 -3.127
O -1.257 -0.768 -2.401

---

[5]
46
Properties=species:S:1:pos:R:3 method="wB97M-V/def2-TZVPD" spin_multiplicity=1 total_energy_ev=-26616.517 charge=+1 de_lowest_kj_mol=427.7 lumo_energy_ev=-2.48
C -1.683 0.070 -0.775
O -2.717 -0.420 0.105
C -0.435 0.289 0.142
C 0.425 -0.952 0.335
C 1.576 -1.177 1.203
C 1.451 -2.068 2.202
C 2.761 -0.375 0.960
N -0.876 0.894 1.512
H -1.458 -0.593 -1.567
H -2.024 1.027 -1.155
H -2.639 -1.379 0.237
H 0.090 1.176 -0.343
H 0.819 -1.452 -0.560
H -0.360 -1.868 0.362
H 0.655 -2.445 2.608
H 2.226 -2.094 2.983
H 2.770 0.209 0.167
H 3.692 -1.007 0.971
H 3.126 0.418 1.721
H -1.513 0.273 2.087
H 0.133 0.850 1.941
H -1.182 1.841 1.418
H -2.661 -2.395 2.881
H -2.261 -3.247 1.655
O -2.213 -2.330 2.152
H -1.194 2.765 -0.680
H -2.258 3.576 0.037
O -1.306 3.317 0.057
H 1.515 -4.405 -1.199
H 1.633 -3.230 -0.304
O 1.069 -3.962 -0.507
H -0.569 2.053 4.484
H -0.103 0.767 4.758
O -0.731 1.131 3.999
H 1.257 0.541 -2.093
H 2.489 -0.252 -2.483
O 1.563 -0.326 -2.118
H -1.123 -1.042 -3.807
H 0.072 -0.264 -3.189
O -0.644 -0.211 -3.721
H 1.254 2.526 -3.031
H 2.139 3.397 -2.328
O 1.504 2.763 -2.136
H -1.428 3.313 -2.857
H -1.523 1.898 -3.438
O -1.319 2.404 -2.683

---

[6]
48
Properties=species:S:1:pos:R:3 method="wB97M-V/def2-TZVPD" spin_multiplicity=2 total_energy_ev=-28685.893 charge=-1 de_lowest_kj_mol=236.7 lumo_energy_ev="2.25 / 2.14"
C -0.463 2.839 0.091
C 0.718 1.938 0.432
N 0.692 0.633 -0.101
C 0.943 -3.020 0.843
C 0.590 -1.769 -0.019
C 0.758 -0.505 0.901
C -0.268 -0.403 1.946
O -1.379 -0.193 1.615
H -1.181 2.719 0.907
H -0.212 3.867 -0.151
H -0.908 2.709 -1.024
H 1.690 2.426 0.094
H 1.072 1.849 1.435
H -0.122 0.371 -0.723
H 1.918 -3.281 0.620
H 1.005 -2.918 1.926
H 0.204 -3.781 0.575
H 1.495 -1.757 -0.910
H -0.341 -1.874 -0.524
H 1.805 -0.384 1.383
H -0.114 -0.910 2.946
H 2.997 2.038 0.720
H 3.944 3.167 0.372
O 3.921 2.437 1.041
H -2.857 -1.436 -3.010
H -1.379 -1.800 -2.477
O -2.132 -1.195 -2.459
H -0.421 1.159 -4.051
H -1.307 0.913 -2.746
O -0.458 1.251 -3.072
H -3.157 -0.514 -0.992
H -2.988 0.139 0.388
O -3.434 -0.377 -0.194
H 2.868 1.690 -1.507
H 2.274 3.082 -1.910
O 3.019 2.657 -1.496
H 0.432 -1.131 -3.265
H 0.707 -2.163 -4.352
O 0.154 -2.044 -3.490
H 3.111 2.887 2.897
H 1.983 2.412 3.947
O 2.408 2.303 3.137
H -1.858 -1.368 3.824
H -2.445 -2.181 2.684
O -1.987 -2.288 3.561
H -3.696 -1.957 -0.239
H -3.663 -3.331 0.622
O -3.939 -2.906 -0.194

---

[7]
59
Properties=species:S:1:pos:R:3 method="wB97M-V/def2-TZVPD" spin_multiplicity=2 total_energy_ev=-57849.086 charge=+1 lumo_energy_ev="-2.79 / -9.80"
C -1.057 11.754 -13.986
C 0.065 11.577 -14.991
N 1.313 11.230 -14.408
C 1.573 10.286 -13.410
C 2.885 10.269 -12.991
N 3.507 11.166 -13.780
C 2.596 11.719 -14.672
C 4.962 11.489 -13.740
H -1.280 10.836 -13.443
H -1.947 12.109 -14.505
H -0.935 12.620 -13.335
H 0.328 12.507 -15.496
H -0.147 10.878 -15.800
H 0.737 9.662 -13.132
H 3.477 9.746 -12.255
H 2.703 12.519 -15.389
H 5.465 10.796 -13.066
H 5.169 12.556 -13.652
H 5.327 11.148 -14.708
P 2.389 6.152 -11.235
F 3.088 7.627 -11.420
F 1.247 6.453 -10.032
F 1.288 6.713 -12.272
F 1.709 4.675 -11.307
F 3.510 5.668 -12.336
F 3.459 5.737 -10.038
O 1.425 6.332 -14.854
H 1.020 6.770 -14.106
H 1.347 5.398 -14.657
O -1.731 6.285 -9.061
H -0.989 6.674 -9.524
H -1.376 6.027 -8.211
O -0.563 8.955 -9.823
H -1.491 9.177 -9.909
H -0.410 8.301 -10.505
O 6.162 5.133 -12.890
H 5.347 5.559 -12.626
H 5.896 4.492 -13.549
O -1.363 7.538 -12.241
H -1.201 7.981 -13.073
H -1.342 6.606 -12.457
O 2.138 5.017 -7.863
H 2.575 5.593 -8.490
H 1.990 4.204 -8.347
O 0.848 4.089 -13.671
H 1.157 4.294 -12.789
H 1.517 3.507 -14.030
O 5.226 8.732 -10.218
H 4.462 8.190 -10.415
H 5.669 8.839 -11.060
O 5.760 4.417 -8.543
H 5.056 4.953 -8.907
H 6.492 5.024 -8.434
O 2.256 2.520 -8.963
H 2.285 2.191 -9.861
H 2.845 1.943 -8.477
O 4.095 7.159 -14.404
H 3.515 7.471 -15.098
H 3.659 6.380 -14.058

---

[8]
49
Properties=species:S:1:pos:R:3 method="wB97M-V/def2-TZVPD" spin_multiplicity=1 total_energy_ev=-26112.597 charge=+1 de_lowest_kj_mol=181.7 lumo_energy_ev=-2.25
C 0.183 -0.432 0.633
N 0.335 0.900 1.177
C 1.649 1.451 0.784
C 1.776 2.944 1.093
C -1.200 -1.008 0.901
N -2.252 0.003 0.308
C -3.003 0.665 1.378
C -1.446 -2.379 0.348
H 0.331 -0.406 -0.459
H 0.987 -1.154 0.813
H 0.132 1.035 2.165
H 2.509 0.826 1.007
H 1.539 1.523 -0.312
H 2.556 3.463 0.537
H 2.023 3.133 2.144
H 0.864 3.478 0.824
H -1.398 -0.960 1.970
H -1.717 0.585 -0.351
H -2.807 -0.567 -0.368
H -3.274 -0.069 2.131
H -3.946 1.067 1.005
H -2.437 1.482 1.810
H -1.392 -2.374 -0.738
H -2.144 -2.998 0.896
H -0.489 -2.944 0.430
H -0.143 0.028 -2.826
H -1.117 1.181 -2.565
O -1.067 0.215 -2.556
H 4.154 -1.530 -1.715
H 3.315 -1.375 -0.468
O 3.228 -1.461 -1.444
H -2.716 -0.945 -2.710
H -3.846 -1.837 -2.377
O -3.230 -1.237 -1.936
H 2.130 -0.542 -2.821
H 1.453 -0.201 -4.277
O 1.543 0.014 -3.355
H 2.153 -3.263 -1.179
H 1.438 -3.457 -2.468
O 1.346 -3.668 -1.532
H -0.729 3.178 3.370
H -1.538 2.174 4.315
O -0.893 2.263 3.611
H -0.756 3.216 -1.414
H -0.485 2.316 -0.197
O -1.145 2.535 -0.862
H 3.908 -1.702 1.922
H 2.494 -1.401 1.996
O 3.124 -1.768 1.365